No. 1
{"formula": "C21H13N3O7Ti", "method": "ωB97M-V with the def2-TZVPD basis set", "elements": ["Ti", "O", "C", "C", "C", "N", "C", "C", "C", "O", "O", "C", "O", "O", "H", "H", "H", "O", "C", "C", "C", "C", "C", "C", "C", "N", "N", "C", "O", "C", "C", "C", "C", "C", "C", "H", "H", "H", "H", "H", "H", "H", "H", "H", "H"], "xyz": [[-0.50, -0.73, 0.89], [0.21, 4.79, 3.72], [0.10, 3.55, 3.17], [1.18, 2.94, 2.52], [0.97, 1.69, 1.98], [-0.21, 1.09, 2.06], [-1.22, 1.64, 2.71], [-1.12, 2.89, 3.28], [-2.41, 0.68, 2.78], [-3.44, 1.04, 3.32], [-2.12, -0.45, 2.26], [2.00, 0.76, 1.37], [3.14, 1.14, 1.16], [1.52, -0.43, 1.17], [1.10, 5.12, 3.56], [2.15, 3.40, 2.45], [-1.95, 3.33, 3.82], [-1.46, -2.45, 0.77], [-0.98, -3.65, 0.55], [-1.53, -4.74, 1.26], [-1.06, -6.02, 1.08], [-0.03, -6.28, 0.16], [0.49, -5.23, -0.57], [0.04, -3.92, -0.38], [0.54, -2.86, -1.23], [0.34, -1.63, -0.95], [0.68, -0.71, -1.92], [0.06, 0.41, -1.65], [-0.73, 0.58, -0.63], [0.27, 1.56, -2.56], [1.16, 1.48, -3.64], [1.34, 2.58, -4.47], [0.64, 3.76, -4.24], [-0.23, 3.84, -3.17], [-0.42, 2.75, -2.33], [-2.32, -4.52, 1.97], [-1.48, -6.83, 1.65], [0.33, -7.29, 0.01], [1.26, -5.42, -1.30], [1.04, -3.10, -2.17], [1.69, 0.56, -3.80], [2.03, 2.51, -5.30], [0.79, 4.61, -4.89], [-0.78, 4.76, -2.98], [-1.10, 2.79, -1.49]], "lumo_ha": [0.0897, 0.0897], "gap_ev": [7.1, 7.7], "charge": -1, "homo_energy_ev": [-4.7, -5.2], "multiplicity": 2, "s_squared": 0.752}

***

No. 2
{"formula": "C25H44O2P2Y", "method": "ωB97M-V with the def2-TZVPD basis set", "elements": ["Y", "C", "C", "C", "C", "C", "C", "H", "H", "H", "C", "H", "H", "H", "C", "H", "H", "H", "C", "H", "H", "H", "C", "H", "H", "H", "C", "C", "C", "C", "C", "C", "C", "C", "H", "H", "H", "H", "H", "H", "H", "H", "H", "H", "H", "H", "P", "C", "C", "P", "C", "C", "C", "H", "H", "H", "H", "H", "H", "H", "H", "H", "H", "H", "H", "H", "H", "C", "O", "C", "O", "H", "H", "H"], "xyz": [[0.04, -0.14, -0.37], [0.92, 1.59, 1.24], [-0.34, 1.19, 1.79], [1.08, -0.64, 1.88], [1.81, 0.47, 1.33], [-0.25, -0.19, 2.16], [1.31, 2.97, 0.85], [0.47, 3.54, 0.43], [2.11, 2.95, 0.10], [1.68, 3.54, 1.71], [3.28, 0.50, 1.14], [3.61, 1.48, 0.77], [3.62, -0.27, 0.41], [3.80, 0.30, 2.09], [1.66, -1.96, 2.22], [2.43, -1.86, 3.00], [2.13, -2.45, 1.36], [0.88, -2.63, 2.61], [-1.30, -0.97, 2.87], [-1.22, -0.86, 3.96], [-1.21, -2.03, 2.64], [-2.31, -0.64, 2.59], [-1.48, 2.09, 2.08], [-1.44, 2.50, 3.10], [-2.44, 1.54, 1.99], [-1.50, 2.95, 1.39], [-2.98, 1.67, -5.65], [-3.16, 2.75, -4.87], [-4.51, 3.33, -4.53], [-5.63, 2.30, -4.22], [-5.21, 1.10, -3.44], [-4.81, -0.08, -3.95], [-4.54, -0.36, -5.39], [-4.07, 0.83, -6.25], [-4.86, 3.96, -5.36], [-6.11, 2.00, -5.16], [-4.40, 4.01, -3.67], [-4.92, 1.45, -6.56], [-2.01, 1.45, -6.09], [-2.32, 3.42, -4.67], [-3.64, 0.40, -7.17], [-3.78, -1.16, -5.45], [-4.76, -0.97, -3.32], [-5.44, -0.78, -5.86], [-6.39, 2.83, -3.63], [-5.39, 1.22, -2.36], [-0.78, 1.47, -2.42], [0.03, 1.77, -4.01], [-1.79, 2.92, -1.99], [-2.49, -0.95, -1.27], [-2.08, 0.17, -2.77], [-4.09, -0.42, -0.61], [-2.93, -2.58, -1.93], [0.71, 0.92, -4.23], [0.63, 2.69, -3.94], [-0.71, 1.87, -4.82], [-2.73, 2.95, -2.56], [-1.20, 3.82, -2.20], [-2.04, 2.90, -0.91], [-3.69, -2.49, -2.72], [-3.33, -3.18, -1.10], [-2.04, -3.08, -2.32], [-1.84, -0.44, -3.65], [-2.95, 0.78, -3.04], [-4.34, -1.09, 0.22], [-4.89, -0.49, -1.37], [-4.03, 0.61, -0.23], [3.33, -2.84, -2.43], [3.35, -1.85, -1.36], [2.22, -1.29, -1.03], [1.17, -1.61, -1.67], [2.64, -3.65, -2.18], [4.35, -3.20, -2.43], [3.08, -2.35, -3.38]], "lumo_ha": -0.1017, "gap_ev": 7.2, "charge": 1, "homo_energy_ev": -10.0}

***

No. 3
{"formula": "C62H61AsN4O4PRbS3", "method": "ωB97M-V with the def2-TZVPD basis set", "elements": ["Rb", "C", "C", "C", "C", "C", "C", "C", "C", "N", "C", "C", "C", "C", "N", "C", "C", "C", "C", "C", "C", "C", "C", "H", "H", "H", "H", "H", "H", "H", "H", "H", "H", "H", "H", "H", "H", "H", "H", "H", "H", "H", "H", "H", "H", "H", "H", "O", "S", "O", "O", "O", "S", "C", "C", "C", "N", "C", "C", "C", "C", "C", "N", "C", "C", "H", "H", "H", "H", "H", "H", "H", "H", "C", "C", "As", "C", "C", "C", "C", "C", "C", "C", "C", "C", "C", "C", "C", "P", "C", "C", "C", "C", "C", "C", "C", "C", "C", "C", "C", "C", "H", "H", "H", "H", "H", "H", "H", "H", "H", "H", "H", "H", "H", "H", "H", "H", "H", "H", "H", "H", "H", "H", "H", "H", "S", "C", "C", "C", "C", "C", "C", "H", "H", "H", "H", "H"], "xyz": [[-1.44, -0.12, -0.97], [-0.06, 3.80, -1.05], [-1.50, 4.27, -1.04], [-1.94, 5.29, -1.87], [-3.27, 5.69, -1.88], [-4.18, 5.03, -1.07], [-3.78, 4.00, -0.22], [-4.77, 3.24, 0.63], [-2.43, 3.66, -0.20], [-1.99, 2.60, 0.65], [-1.58, 2.86, 1.82], [-1.52, 4.24, 2.43], [-1.04, 1.74, 2.70], [-1.27, 1.91, 4.18], [-0.36, 0.83, 2.15], [0.48, -0.06, 2.93], [-0.03, -1.26, 3.80], [-1.50, -1.62, 3.77], [1.79, -2.37, 4.47], [3.23, -1.93, 4.47], [3.65, -0.91, 3.73], [2.71, -0.13, 2.85], [3.47, 0.85, 1.95], [0.53, 4.41, -1.73], [0.00, 2.76, -1.39], [0.40, 3.84, -0.06], [-1.23, 5.76, -2.54], [-3.61, 6.46, -2.56], [-5.23, 5.30, -1.11], [-5.78, 3.57, 0.41], [-4.58, 3.39, 1.70], [-4.70, 2.17, 0.44], [-1.67, 5.00, 1.67], [-0.56, 4.41, 2.92], [-2.30, 4.36, 3.19], [-0.65, 2.71, 4.59], [-1.02, 1.00, 4.72], [-2.31, 2.17, 4.38], [-1.87, -1.67, 2.75], [-2.10, -0.90, 4.35], [-1.64, -2.61, 4.22], [1.71, -3.39, 4.83], [3.93, -2.48, 5.09], [4.70, -0.62, 3.75], [4.36, 0.43, 1.48], [3.78, 1.70, 2.57], [2.83, 1.24, 1.15], [-1.62, -4.30, 0.10], [-1.62, -2.88, -0.27], [-1.05, -2.05, 0.86], [-2.98, -2.38, -0.51], [-0.76, -2.62, -1.46], [-2.22, 0.63, -8.18], [-1.41, 0.50, -6.61], [-0.28, 1.23, -6.30], [0.26, 1.09, -5.04], [-0.22, 0.25, -4.12], [-1.28, -0.48, -4.45], [-1.92, -0.38, -5.67], [-2.71, 2.34, -8.12], [-1.92, 3.32, -8.70], [-2.39, 4.62, -8.75], [-3.58, 5.00, -8.26], [-4.31, 4.05, -7.67], [-3.93, 2.72, -7.58], [0.15, 1.93, -7.01], [1.12, 1.68, -4.74], [-1.62, -1.20, -3.71], [-2.82, -0.96, -5.88], [-0.95, 3.07, -9.13], [-1.79, 5.40, -9.21], [-5.25, 4.38, -7.23], [-4.55, 1.99, -7.08], [1.72, -3.27, 0.39], [2.93, -3.83, 1.16], [2.77, -5.75, 1.53], [1.41, -5.71, 2.93], [0.08, -5.77, 2.51], [-0.95, -5.73, 3.44], [-0.67, -5.68, 4.80], [0.65, -5.65, 5.23], [1.69, -5.66, 4.30], [4.34, -5.99, 2.67], [4.48, -7.19, 3.38], [5.60, -7.42, 4.18], [6.60, -6.46, 4.27], [6.47, -5.27, 3.56], [5.35, -5.04, 2.77], [1.40, -1.41, 0.38], [1.54, -1.00, 2.21], [1.63, 0.74, 3.62], [1.66, 0.80, 5.11], [1.22, -0.21, 5.85], [0.70, -1.43, 5.18], [1.03, -2.16, 3.13], [3.13, -1.13, -0.40], [3.01, -0.79, -1.75], [4.12, -0.73, -2.61], [5.39, -1.01, -2.12], [5.53, -1.36, -0.78], [4.43, -1.41, 0.06], [0.79, -3.75, 0.70], [1.83, -3.51, -0.67], [3.14, -3.31, 2.10], [3.82, -3.76, 0.54], [-0.16, -5.76, 1.46], [-1.97, -5.72, 3.08], [-1.48, -5.66, 5.52], [0.88, -5.59, 6.29], [2.71, -5.62, 4.65], [3.71, -7.94, 3.32], [5.68, -8.35, 4.72], [7.47, -6.64, 4.89], [7.24, -4.51, 3.63], [5.27, -4.10, 2.23], [1.66, 1.75, 3.21], [2.05, 1.70, 5.58], [1.25, -0.15, 6.93], [0.09, -2.01, 5.87], [0.70, -3.06, 2.62], [2.02, -0.58, -2.16], [3.98, -0.46, -3.65], [6.25, -0.97, -2.78], [6.52, -1.59, -0.38], [4.58, -1.66, 1.10], [-3.48, 2.26, -4.56], [-4.37, 3.77, -4.68], [-5.69, 3.91, -4.19], [-6.43, 5.07, -4.35], [-5.89, 6.18, -5.01], [-4.59, 6.08, -5.49], [-3.85, 4.92, -5.32], [-6.12, 3.06, -3.67], [-7.44, 5.12, -3.96], [-6.47, 7.09, -5.15], [-4.14, 6.93, -6.01], [-2.83, 4.86, -5.71]], "lumo_ha": 0.1259, "gap_ev": 5.4, "charge": -2, "homo_energy_ev": -2.0}

***

No. 4
{"formula": "C4H10N2O", "method": "ωB97M-V with the def2-TZVPD basis set", "elements": ["C", "C", "N", "C", "C", "N", "O", "H", "H", "H", "H", "H", "H", "H", "H", "H", "H"], "xyz": [[1.97, 0.21, 0.30], [1.01, -0.94, 0.00], [0.17, -0.67, -1.15], [-0.74, 0.53, -0.98], [-1.46, 0.47, 0.36], [-2.18, -0.66, 0.54], [-1.43, 1.71, 1.11], [2.16, 0.68, -0.67], [1.46, 1.02, 0.84], [2.85, -0.11, 0.84], [1.60, -1.83, -0.24], [0.36, -1.17, 0.86], [-0.57, -1.35, -1.23], [-0.15, 1.45, -1.12], [-1.44, 0.47, -1.82], [-3.01, -0.44, 1.10], [-0.60, 0.64, 1.25]], "lumo_ha": [0.1547, 0.1526], "gap_ev": [5.4, 7.4], "charge": -1, "homo_energy_ev": [-1.2, -3.3], "multiplicity": 2, "s_squared": 0.757}

***

No. 5
{"formula": "C4H12", "method": "ωB97M-V with the def2-TZVPD basis set", "elements": ["C", "C", "H", "H", "H", "H", "H", "H", "C", "C", "H", "H", "H", "H", "H", "H"], "xyz": [[1.23, -1.92, -0.82], [0.00, -2.56, -1.64], [1.46, -0.96, -1.46], [1.05, -1.76, 0.19], [1.99, -2.75, -0.91], [-0.90, -1.93, -1.31], [-0.12, -3.64, -1.37], [0.12, -2.55, -2.65], [-0.32, 2.21, 2.01], [-0.92, 2.40, 0.56], [-0.45, 1.12, 2.07], [0.73, 2.32, 1.87], [-0.71, 2.62, 2.79], [-1.91, 1.96, 0.44], [-1.12, 3.49, 0.38], [-0.16, 1.95, -0.15]], "lumo_ha": 0.0375, "smiles": "CC.CC", "gap_ev": 12.3, "homo_energy_ev": -11.3}

***

Energy per entry: -63913.738; -50348.607; -182723.461; -9334.423; -4341.122 eV
Energy above the lowest of the compared OMol25 structures with the same formula, charge and spin per entry: 0.0; 293.5; 452.7; 233.3; 135.7 kJ/mol